1.
DFT (ωB97M-V/def2-TZVPD) results for a single C15H21ClN2O molecule.

Cartesian coordinates (Å):
1 C -0.469 2.422 -1.441
2 C 0.836 1.962 -2.013
3 C 1.082 2.074 -3.375
4 C 2.287 1.671 -3.923
5 C 3.270 1.145 -3.105
6 C 3.035 1.025 -1.747
7 C 1.829 1.426 -1.188
8 C 1.604 1.282 0.295
9 N 0.554 0.317 0.592
10 C 0.120 0.335 1.979
11 C -1.410 0.275 2.068
12 N -1.958 -1.021 1.721
13 C -2.677 -1.676 2.653
14 O -2.911 -1.208 3.753
15 C -3.275 -3.031 2.287
16 H -3.879 -2.981 1.380
17 H -3.892 -3.352 3.126
18 Cl -2.030 -4.283 2.047
19 C -1.574 -1.532 0.424
20 H -2.260 -2.320 0.119
21 C -0.137 -2.072 0.435
22 H -0.046 -2.877 -0.295
23 H 0.058 -2.505 1.416
24 C 0.908 -1.004 0.103
25 H 1.005 -0.917 -0.984
26 H 1.887 -1.331 0.499
27 H -1.647 -0.712 -0.296
28 H -1.829 1.027 1.391
29 H -1.731 0.493 3.088
30 H 0.430 1.275 2.442
31 H 0.560 -0.482 2.566
32 H 2.557 1.000 0.778
33 H 1.290 2.249 0.701
34 H 3.802 0.612 -1.107
35 H 4.215 0.829 -3.520
36 H 2.457 1.769 -4.985
37 H 0.317 2.488 -4.016
38 H -0.876 1.660 -0.782
39 H -1.182 2.640 -2.232
40 H -0.322 3.328 -0.852

The energy above the lowest of the compared OMol25 structures with the same formula, charge and spin is 9.1 kcal/mol. As for the SMILES: Cc1ccccc1CN1CCCN(C(=O)CCl)CC1. For the LUMO energy, the calculation gives 0.78 eV. Its highest occupied orbital energy is -0.3207 Ha.

2.
DFT (ωB97M-V/def2-TZVPD) results for a 6-piece molecular cluster, C37H34NO13P overall at a distorted geometry.

Cartesian coordinates (Å):
1 N 2.019 -1.046 -0.037
2 P 1.714 -1.959 -1.357
3 C 1.042 -3.675 -0.830
4 C 0.689 -3.989 0.747
5 C 0.207 -5.572 0.503
6 O 0.351 -6.552 1.415
7 O -0.336 -5.651 -0.895
8 C -0.341 -4.266 -1.476
9 C -1.803 -3.726 -0.974
10 C -2.038 -2.111 -1.087
11 C -3.058 -1.709 0.177
12 O -4.443 -2.137 -0.071
13 H 3.018 -0.740 -0.006
14 H 0.730 -1.274 -2.142
15 H 2.926 -2.038 -2.168
16 H 1.874 -4.470 -1.143
17 H -0.080 -3.266 1.282
18 H 1.770 -4.030 1.251
19 H -0.254 -4.344 -2.655
20 H -2.112 -4.073 0.114
21 H -2.609 -4.231 -1.696
22 H -2.642 -1.887 -2.069
23 H -1.087 -1.449 -0.934
24 H -2.615 -2.223 1.158
25 H -2.925 -0.540 0.310
26 H -4.828 -1.512 -0.754
27 C -0.720 -2.345 4.424
28 C -0.379 -2.033 5.678
29 C 0.439 -0.841 5.976
30 O 0.753 -0.556 7.123
31 C 0.864 -0.006 4.834
32 C 0.523 -0.318 3.580
33 C -0.295 -1.510 3.283
34 O -0.610 -1.796 2.135
35 H -1.319 -3.216 4.189
36 H -0.684 -2.635 6.526
37 H 1.463 0.865 5.070
38 H 0.827 0.283 2.732
39 C 0.604 2.126 -5.053
40 C 1.066 1.152 -4.264
41 C 1.769 1.457 -3.002
42 O 2.195 0.566 -2.280
43 C 1.940 2.880 -2.646
44 C 1.478 3.854 -3.436
45 C 0.775 3.549 -4.697
46 O 0.349 4.440 -5.420
47 H 0.087 1.920 -5.982
48 H 0.948 0.104 -4.511
49 H 2.457 3.086 -1.717
50 H 1.596 4.902 -3.189
51 C -6.258 -4.142 5.029
52 C -5.222 -3.316 5.204
53 C -4.515 -2.718 4.054
54 O -3.566 -1.963 4.214
55 C -4.999 -3.067 2.704
56 C -6.034 -3.894 2.528
57 C -6.741 -4.492 3.678
58 O -7.690 -5.247 3.519
59 H -6.786 -4.590 5.862
60 H -4.856 -3.050 6.189
61 H -4.470 -2.620 1.871
62 H -6.400 -4.160 1.544
63 C 8.076 0.843 0.179
64 C 7.109 -0.055 0.387
65 C 5.770 0.108 -0.215
66 O 4.884 -0.713 -0.024
67 C 5.544 1.301 -1.054
68 C 6.511 2.199 -1.262
69 C 7.850 2.036 -0.660
70 O 8.736 2.857 -0.851
71 H 9.063 0.739 0.614
72 H 7.260 -0.936 1.000
73 H 4.557 1.405 -1.489
74 H 6.360 3.080 -1.875
75 C -0.866 7.610 -1.741
76 C -1.975 8.315 -1.982
77 C -2.481 8.503 -3.356
78 O -3.495 9.150 -3.577
79 C -1.714 7.880 -4.453
80 C -0.605 7.175 -4.212
81 C -0.099 6.987 -2.838
82 O 0.915 6.340 -2.617
83 H -0.481 7.463 -0.739
84 H -2.550 8.778 -1.188
85 H -2.099 8.026 -5.455
86 H -0.030 6.712 -5.006

As for the SMILES: N=[PH2][C@H]1CC(=O)O[C@H]1CCCO.O=C1C=CC(=O)C=C1.O=C1C=CC(=O)C=C1.O=C1C=CC(=O)C=C1.O=C1C=CC(=O)C=C1.O=C1C=CC(=O)C=C1. For the LUMO energy, the calculation gives -2.03 eV. Its highest occupied orbital energy is -0.2848 Ha.

3.
DFT (ωB97M-V/def2-TZVPD) results for C8H15ClI2InN2OP as an isolated structure at a distorted geometry.

Cartesian coordinates (Å):
1 I -1.047 -2.044 0.037
2 I -0.812 2.201 -0.487
3 In 0.858 0.016 0.257
4 P 0.528 -0.133 -2.549
5 C -1.142 -0.183 -3.283
6 C 1.328 1.230 -3.457
7 H 2.304 -1.733 -2.813
8 H 1.430 -1.429 -4.361
9 H 0.700 -2.485 -3.092
10 C 1.320 -1.600 -3.281
11 H 2.338 1.369 -3.048
12 H 1.385 0.949 -4.518
13 H -1.025 -0.232 -4.375
14 H -1.699 0.718 -3.001
15 H 0.753 2.155 -3.326
16 H -1.666 -1.071 -2.914
17 C -3.219 0.351 -0.279
18 O -4.159 -0.265 -0.102
19 Cl 3.204 -0.173 0.054
20 C -1.523 1.312 3.109
21 C -0.353 0.446 3.360
22 N 0.610 -0.008 2.547
23 C 1.457 -0.803 3.326
24 C 1.012 -0.797 4.614
25 N -0.126 -0.003 4.613
26 H -2.433 0.832 3.501
27 H -1.380 2.276 3.623
28 H -1.626 1.497 2.034
29 H 2.305 -1.320 2.907
30 H 1.398 -1.281 5.493
31 H -0.717 0.206 5.411

The energy above the lowest of the compared OMol25 structures with the same formula, charge and spin is 0.0 kcal/mol. The total charge is +2. For the LUMO energy (alpha / beta), the calculation gives -10.96 / -10.88 eV. Its highest occupied orbital energy (alpha / beta) is -0.5660 / -0.5660 Ha.

no.,total energy (eV)
1,-33446.3746
2,-76304.5960
3,-56738.3724